Here is a cluster of 2 separate species, C4H5P in total from the OMol25 dataset. Energies are from ωB97M-V/def2-TZVPD.

- Energy relative to the best compared isomer or geometry (same formula, charge and spin): 70.0 kcal per mole
- Kohn-Sham gap: 10.1111 eV
- Calculated total energy: -496.58913 Ha
- Structure (SMILES): C1=[PH]=C1.C#C
- Molecular weight: 84.1 g/mol

Element x y z (Å)
C: -0.607 -0.730 1.261
P: 0.496 -2.136 0.815
C: -1.116 -1.439 0.292
H: -0.756 0.099 1.915
H: 1.310 -1.458 -0.130
H: -1.953 -1.569 -0.355
C: 0.186 1.467 -1.088
C: 1.130 2.144 -0.814
H: -0.639 0.858 -1.300
H: 1.948 2.764 -0.596